DFT (ωB97M-V with the def2-TZVPD basis set) results for a cluster of 7 separate species, C20H34Br8N2O in total.

For the largest force on an atom, the calculation gives 1.33 eV Å⁻¹. The calculation puts the calculated total energy at -21559.31886 Eh. As for the total charge: 0. The HOMO energy comes out at -0.31169 Ha. As for the HOMO-LUMO gap: 8.759 eV.

Cartesian coordinates (Å):
C: 1.72124 -1.13695 -1.38522
C: 1.19750 -1.15120 -0.06108
C: 0.83854 0.12548 0.26930
N: 1.03627 0.90435 -0.85231
C: 1.61981 0.15930 -1.83409
H: 2.06403 -1.96739 -1.98004
H: 1.05301 -2.02290 0.55803
H: 0.36373 0.55074 1.13670
H: 0.75012 1.86115 -0.97634
H: 1.89194 0.61992 -2.76754
C: -1.94964 2.21595 1.46182
C: -0.74711 2.97962 1.46183
C: -0.26678 2.96961 2.74538
N: -1.14603 2.27589 3.52547
C: -2.17391 1.81002 2.74828
H: -2.58763 1.94459 0.63826
H: -0.20832 3.43895 0.64862
H: 0.59794 3.43510 3.18828
H: -1.02558 2.17415 4.51838
H: -2.95838 1.18427 3.13556
C: -0.82840 -1.98476 3.49433
C: -1.79381 -1.91056 2.31187
C: -2.50957 -3.26168 2.37772
O: -2.58340 -3.56924 3.78874
C: -1.38610 -3.11480 4.39397
H: -0.69743 -1.06185 4.05850
H: 0.16919 -2.29688 3.17676
H: -1.21966 -1.79076 1.39429
H: -2.53638 -1.12729 2.43880
H: -1.93621 -4.04893 1.88326
H: -3.55731 -3.23501 2.09809
H: -0.68743 -3.95822 4.46272
H: -1.60209 -2.78077 5.41004
Br: 0.13021 -4.76860 -0.43776
C: -1.01637 -3.60516 -1.52124
C: -2.22194 -4.35897 -2.00185
Br: -3.61559 -4.45910 -0.65196
H: -0.42049 -3.31228 -2.38279
H: -1.22731 -2.76135 -0.87482
H: -1.96896 -5.36357 -2.32671
H: -2.72255 -3.86249 -2.82960
Br: 2.13666 0.38628 5.66929
C: 3.06155 0.94917 4.06421
C: 3.83029 2.22796 4.29482
Br: 5.43598 1.94374 5.36728
H: 2.29508 1.15109 3.31575
H: 3.70333 0.14705 3.71778
H: 3.23133 2.99893 4.77041
H: 4.21888 2.63875 3.36497
Br: -1.64355 2.80803 -2.19859
C: -2.39953 1.40479 -3.33840
C: -1.56703 0.17391 -3.19134
Br: -2.33531 -1.17224 -4.37524
H: -2.32910 1.81860 -4.33819
H: -3.43686 1.27903 -3.04996
H: -1.51740 -0.19512 -2.17170
H: -0.56903 0.34657 -3.57989
Br: 3.84524 3.63017 -8.56534
C: 2.83596 3.84633 -6.91901
C: 2.70340 2.51541 -6.23640
Br: 1.40210 2.59030 -4.80122
H: 1.88815 4.28935 -7.20693
H: 3.37020 4.57428 -6.31469
H: 3.63806 2.17055 -5.80433
H: 2.36242 1.73869 -6.91492